Entry 1:
19
Properties=species:S:1:pos:R:3 method="wB97M-V/def2-TZVPD" total_charge=+1 orbital_gap_ha=0.30513 lumo_energy_ev=-5.380 smiles=Clc1cc[n+](C[C@H]2CO2)nc1 relative_energy_kcal_mol=62.22
Cl -0.04083 -4.72307 0.14717
C -0.05015 -2.95079 0.43723
C -1.03470 -2.24882 1.36750
C -0.78022 -0.76177 1.35681
N 0.21329 -0.15859 0.60980
C 0.29079 1.35114 0.68315
C -0.49419 1.92479 -0.71794
C 0.48424 2.84870 -1.70250
O 0.00232 1.35391 -2.00664
N 1.12922 -0.68342 -0.17710
C 0.96185 -2.05551 -0.23109
H -1.84471 -2.77336 1.94557
H -1.45394 -0.11271 2.00543
H 1.35182 1.73432 0.62851
H -0.31624 1.76483 1.54808
H -1.63081 2.24561 -0.62152
H 1.56462 2.48070 -1.78814
H -0.05775 3.35654 -2.56794
H 1.70538 -2.59249 -0.91639

Entry 2:
20
Properties=species:S:1:pos:R:3 method="wB97M-V/def2-TZVPD" orbital_gap_ha=0.34797 lumo_energy_ev=0.041 relative_energy_kcal_mol=33.29
H -1.59941 0.77166 1.55522
N -0.89455 0.23767 1.95322
C 0.24640 0.44339 1.48620
C 1.39270 -0.22312 2.15834
C 0.60089 1.38218 0.32331
Cl 0.40861 3.09184 0.57271
C -0.66259 1.03834 -0.87837
N -1.65002 1.80870 -1.22382
H -1.69393 2.68541 -0.66795
C -0.48067 -0.32725 -1.37985
C -1.22325 -1.15339 -2.21819
N -0.63967 -2.35664 -2.20708
C 0.33717 -2.31958 -1.33334
O 0.45341 -1.09047 -0.79523
H 2.24349 0.21691 1.83028
H 1.43373 -1.25673 1.79523
H 1.31724 -0.20313 3.24630
H 1.39807 1.17500 -0.27782
H -1.92709 -0.80254 -2.88558
H 0.93948 -3.11822 -1.05354

Entry 3:
20
Properties=species:S:1:pos:R:3 method="wB97M-V/def2-TZVPD" orbital_gap_ha="0.22111 / 0.22113" lumo_energy_ev="-2.331 / -2.331" relative_energy_kcal_mol=135.34
C -0.17282 -2.50891 -1.03945
C -0.79594 -1.27411 -1.10217
C 1.12593 -1.12242 0.04573
C 1.18051 1.67986 -0.11573
C 0.15610 0.97007 -0.58291
C 2.21606 -0.38547 0.83002
C -3.11897 1.23323 0.82213
N 1.03995 -2.33926 -0.38316
N 0.00596 -0.38351 -0.38725
N 2.23755 1.00456 0.39541
S -2.67986 1.72946 -0.88830
Cl 3.84741 1.21628 -0.41099
H -0.37105 -3.54045 -1.26465
H -1.63285 -0.91411 -1.64292
H 1.34510 2.69772 -0.25686
H 1.97062 -0.32444 1.83816
H 3.14139 -0.97632 0.71484
H -2.35809 0.44561 1.09847
H -4.12685 0.68814 0.93299
H -3.01014 2.10408 1.39661

Entry 4:
18
Properties=species:S:1:pos:R:3 method="wB97M-V/def2-TZVPD" orbital_gap_ha=0.31899 lumo_energy_ev=0.639 smiles="ClSc1ccccc1.C=N" relative_energy_kcal_mol=0.55
Cl -0.54755 1.79290 -3.05515
S 0.61413 1.28254 -1.57276
C -0.43225 1.32933 -0.20567
C 0.09375 0.57933 0.84349
C -0.68760 0.14479 1.87432
C -1.96036 0.61123 1.92985
C -2.45865 1.53019 1.06421
C -1.73825 1.78607 -0.05421
H 1.13940 0.28856 0.90393
H -0.31575 -0.38698 2.68376
H -2.54127 0.45901 2.79400
H -3.44753 1.87291 1.07014
H -2.19467 2.41183 -0.76276
C 2.89087 -2.81427 -1.86777
N 2.44130 -2.51589 -0.75170
H 3.88297 -3.11204 -2.16683
H 2.10663 -2.61619 -2.64950
H 3.15483 -2.64331 -0.07734